{"formula": "C20H55NO8", "method": "the ωB97M-V functional and the def2-TZVPD basis", "e_lumo_ev": 0.39, "energy_ev": -39498.3151, "smiles": "CC1(C)CCCC(C)(C)N1O.CC(C)O.CC(C)O.CO.CO.CO.CO.CO", "total_charge": 0, "species": ["C", "C", "C", "O", "H", "H", "H", "H", "H", "H", "H", "H", "C", "C", "C", "O", "H", "H", "H", "H", "H", "H", "H", "H", "C", "C", "C", "C", "C", "C", "N", "O", "C", "C", "C", "H", "H", "H", "H", "H", "H", "H", "H", "H", "H", "H", "H", "H", "H", "H", "H", "H", "H", "H", "C", "O", "H", "H", "H", "H", "C", "O", "H", "H", "H", "H", "C", "O", "H", "H", "H", "H", "C", "O", "H", "H", "H", "H", "C", "O", "H", "H", "H", "H"], "positions_angstrom": [[2.998, -2.727, 1.722], [4.392, -2.529, 2.147], [5.004, -1.515, 1.225], [4.473, -2.050, 3.564], [2.497, -1.765, 1.958], [2.511, -3.535, 2.264], [2.945, -2.861, 0.627], [5.007, -3.445, 2.271], [4.416, -0.587, 1.325], [5.040, -1.815, 0.200], [6.021, -1.269, 1.530], [3.808, -1.376, 3.743], [-4.112, 0.561, 1.985], [-3.731, 1.621, 0.995], [-3.495, 1.001, -0.358], [-4.774, 2.636, 0.824], [-4.602, 1.141, 2.777], [-3.283, -0.050, 2.349], [-4.827, -0.061, 1.486], [-2.806, 2.049, 1.339], [-3.452, 1.813, -1.064], [-4.275, 0.279, -0.618], [-2.499, 0.515, -0.375], [-5.076, 2.748, 1.733], [2.083, 2.243, -2.737], [0.788, 1.772, -2.158], [0.968, 1.213, -0.724], [1.181, 2.240, 0.394], [0.094, 3.315, 0.317], [-0.012, 4.002, -1.063], [-0.185, 2.952, -2.110], [-0.247, 3.490, -3.391], [-1.318, 4.790, -0.976], [1.166, 4.934, -1.378], [0.143, 0.676, -3.029], [2.675, 1.457, -3.225], [2.717, 2.688, -1.943], [1.949, 3.037, -3.468], [-0.001, 0.711, -0.574], [1.783, 0.457, -0.758], [2.180, 2.671, 0.204], [1.090, 1.731, 1.349], [0.293, 4.119, 1.061], [-0.874, 2.859, 0.565], [-1.520, 5.328, -1.899], [-2.122, 4.087, -0.766], [-1.341, 5.502, -0.122], [1.052, 5.845, -0.806], [2.155, 4.491, -1.115], [1.234, 5.203, -2.440], [0.783, -0.204, -3.087], [0.005, 1.112, -4.024], [-0.829, 0.426, -2.585], [-1.160, 3.434, -3.660], [1.851, -3.289, -1.811], [1.813, -1.897, -1.541], [2.875, -3.553, -2.103], [1.561, -3.848, -0.915], [1.203, -3.538, -2.668], [0.920, -1.745, -1.190], [-0.496, -1.320, 1.004], [-0.562, -1.841, -0.306], [-0.788, -0.254, 1.183], [-1.116, -1.908, 1.694], [0.530, -1.397, 1.338], [-1.430, -1.643, -0.720], [-1.669, -4.943, 0.785], [-1.389, -6.288, 0.990], [-2.420, -4.634, 1.495], [-0.763, -4.348, 0.847], [-2.090, -4.682, -0.166], [-0.904, -6.697, 0.285], [-2.935, -2.678, -2.667], [-3.067, -2.032, -1.387], [-3.908, -2.925, -3.044], [-2.316, -2.047, -3.306], [-2.452, -3.662, -2.570], [-3.655, -1.270, -1.413], [0.632, -0.786, 4.616], [0.888, 0.086, 3.518], [0.464, -1.806, 4.234], [1.517, -0.867, 5.260], [-0.237, -0.500, 5.178], [1.033, 0.952, 3.877]], "forces_ev_per_angstrom": [[-1.16, 0.16, -0.18], [1.46, 0.19, 1.97], [0.72, 1.09, 0.99], [0.00, -0.49, -1.06], [-0.09, -0.53, -0.22], [-0.20, -0.07, -0.09], [-0.14, -0.09, 0.56], [-0.48, 0.35, -0.63], [0.15, -0.25, -0.29], [-0.21, -0.31, -0.70], [0.06, -0.02, 0.05], [-0.12, 0.04, -0.37], [-0.62, 0.85, 0.37], [-0.19, -0.26, -1.06], [1.00, 0.14, -0.02], [1.01, -1.21, 0.83], [0.10, -0.79, 0.52], [-0.03, 0.27, 0.00], [-0.63, -0.59, 0.16], [0.41, 0.81, 0.05], [-0.06, 0.09, -0.64], [-0.10, 0.28, 0.03], [-0.53, 0.08, -0.01], [-0.37, 0.48, -0.20], [1.73, 0.46, 0.04], [-0.64, 0.75, 0.60], [-0.68, -0.28, -0.54], [-0.11, 0.14, -1.29], [0.86, 0.26, -0.02], [0.04, -0.26, -0.26], [-0.33, -1.87, 1.50], [0.52, 0.89, -0.58], [-0.18, 0.31, 0.21], [0.87, -0.29, 0.25], [-0.03, 0.96, 0.12], [-0.23, -0.02, 0.23], [-0.18, -0.37, -0.43], [-0.15, -0.09, -0.16], [0.42, -0.15, 0.39], [-0.59, 0.36, 0.09], [-0.28, -0.02, 0.70], [0.50, -0.03, 0.18], [-0.19, -0.46, -0.37], [0.12, 0.09, -0.10], [-0.11, 0.12, -0.04], [-0.20, -0.06, -0.25], [0.36, -0.28, -0.59], [0.06, 0.32, 0.16], [-0.79, 0.30, -0.06], [-0.32, -0.13, 0.25], [0.00, 0.02, 0.06], [-0.10, -0.35, 0.04], [0.11, -0.10, -0.22], [-0.49, -0.13, 0.04], [0.25, 0.27, -0.32], [0.26, -0.27, -0.22], [-0.19, 0.02, 0.20], [-0.02, -0.22, -0.23], [0.01, -0.13, 0.30], [-0.08, 0.23, 0.15], [-0.33, 0.26, 1.00], [-0.49, 0.64, -0.25], [0.12, -0.63, -0.73], [0.05, -0.07, -0.10], [0.16, -0.02, 0.00], [0.21, -0.37, 0.32], [0.48, 0.67, -0.22], [-0.59, -0.92, 0.84], [0.05, 0.08, 0.54], [0.10, 0.36, 0.39], [-0.36, -0.26, -0.94], [0.33, 0.09, -0.61], [0.30, 0.04, 0.59], [0.32, -0.56, 0.16], [-0.51, 0.32, -0.61], [-0.29, -0.14, -0.37], [0.16, 0.51, 0.50], [0.04, -0.19, -0.42], [0.79, -0.86, -0.38], [-0.23, -0.70, -0.13], [-0.01, 0.48, -0.14], [-0.22, 0.16, 0.12], [-0.41, 0.27, 0.37], [0.13, 0.64, 0.16]]}